Run P
Computed, not measured: an isolated ion of composition C4H10NO and charge -1, with ωB97M-V with the def2-TZVPD basis set.

Bonds (Å) are listed after each position.
Positions of all 16 atoms, in Å:
1 C 0.647 -0.669 -1.845  N2 1.488, H7 1.088, H8 1.092, H9 1.074
2 N 0.947 -0.864 -0.401  C1 1.488, C3 1.500, H10 1.031
3 C -0.301 -1.228 0.347  N2 1.500, C4 1.540, H11 1.093, H12 1.099
4 C -0.738 -0.156 1.363  C3 1.540, C5 1.533, H13 1.088, H14 1.108
5 C -0.829 1.226 0.704  C4 1.533, O6 1.352, H15 1.108, H16 1.110
6 O 0.348 1.734 0.277  C5 1.352
7 H 0.134 0.278 -2.002  C1 1.088
8 H -0.108 -1.420 -2.082  C1 1.092
9 H 1.582 -0.647 -2.374  C1 1.074
10 H 0.991 0.109 -0.064  N2 1.031
11 H -0.239 -2.241 0.752  C3 1.093
12 H -1.135 -1.200 -0.368  C3 1.099
13 H -1.667 -0.473 1.834  C4 1.088
14 H 0.096 -0.152 2.092  C4 1.108
15 H -1.385 1.100 -0.245  C5 1.108
16 H -1.362 1.829 1.469  C5 1.110

Properties
- HOMO energy (Ha) = -0.09363
- M (g mol⁻¹) = 88.13
- SMILES = CNCCC[O-]
- total charge = -1
- HOMO-LUMO gap (eV) = 7.063

---

Run Q
Computed, not measured: a 2-piece molecular cluster, C4H10NO overall, with ωB97M-V with the def2-TZVPD basis set.

Bonds (Å) are listed after each position.
Positions of all 16 atoms, in Å:
1 C 1.761 0.757 0.717  O2 1.346, C3 1.518, H7 1.237, H8 1.171
2 O 2.418 1.052 -0.420  C1 1.346
3 C 0.904 -0.492 0.618  C1 1.518, C4 1.586, H10 1.137, H16 1.106
4 C -0.066 -0.455 -0.636  C3 1.586, C5 1.591, H11 1.038, H12 1.072
5 C -1.343 0.475 -0.439  C4 1.591, N6 1.444, H13 1.104, H14 1.212
6 N -2.307 0.007 0.529  C5 1.444, H15 1.013
7 H 2.589 0.534 1.608  C1 1.237
8 H 0.995 1.610 0.957  C1 1.171
9 H -1.427 -1.415 -1.485  no bonds
10 H 1.466 -1.478 0.561  C3 1.137
11 H 0.478 -0.073 -1.433  C4 1.038
12 H -0.472 -1.435 -0.791  C4 1.072
13 H -1.683 0.764 -1.449  C5 1.104
14 H -0.765 1.435 0.024  C5 1.212
15 H -2.797 -0.783 0.129  N6 1.013
16 H 0.249 -0.504 1.510  C3 1.106

Properties
- HOMO energy (Ha) = -0.11283
- M (g mol⁻¹) = 88.13
- total charge = -1
- HOMO-LUMO gap (eV) = 4.538

---

Run R
Computed, not measured: a 2-piece molecular cluster, C4H10NO overall, with ωB97M-V with the def2-TZVPD basis set.

Bonds (Å) are listed after each position.
Positions of all 16 atoms, in Å:
1 C -0.222 -0.548 2.997  O2 1.271, H3 1.172, H4 1.232, H5 1.136
2 O 0.032 -0.510 4.242  C1 1.271
3 H -0.663 -1.570 2.628  C1 1.172
4 H -1.025 0.287 2.579  C1 1.232
5 H 0.694 -0.418 2.338  C1 1.136
6 C -0.015 -1.295 -0.298  C7 1.362, H10 1.114, H11 1.123
7 C -0.458 -0.072 -0.701  C6 1.362, N8 1.413, H12 1.102
8 N -0.473 0.393 -2.035  C7 1.413, C9 1.500, H13 1.000
9 C 0.535 1.494 -2.183  N8 1.500, H14 1.095, H15 1.080, H16 1.119
10 H 0.381 -2.063 -1.001  C6 1.114
11 H 0.149 -1.388 0.809  C6 1.123
12 H -1.022 0.643 -0.080  C7 1.102
13 H -0.218 -0.362 -2.638  N8 1.000
14 H 0.412 2.001 -3.145  C9 1.095
15 H 0.290 2.226 -1.427  C9 1.080
16 H 1.605 1.182 -2.083  C9 1.119

Properties
- HOMO energy (Ha) = -0.07446
- M (g mol⁻¹) = 88.13
- total charge = -1
- HOMO-LUMO gap (eV) = 5.496

---

Run S
Computed, not measured: a 2-piece molecular cluster, C4H10NO overall, with ωB97M-V with the def2-TZVPD basis set.

Bonds (Å) are listed after each position.
Positions of all 16 atoms, in Å:
1 C 1.715 0.817 0.808  O2 1.287, C3 1.636, H7 1.137, H8 1.127
2 O 2.231 1.423 -0.204  C1 1.287
3 C 0.927 -0.582 0.496  C1 1.636, C4 1.464, H10 1.092, H16 1.090
4 C 0.000 -0.413 -0.625  C3 1.464, C5 1.544, H11 1.090, H12 1.263
5 C -1.247 0.469 -0.396  C4 1.544, N6 1.393, H13 1.106, H14 1.111
6 N -2.241 -0.053 0.428  C5 1.393, H15 1.022
7 H 2.363 0.498 1.686  C1 1.137
8 H 0.923 1.356 1.402  C1 1.127
9 H -1.197 -1.563 -1.514  no bonds
10 H 1.703 -1.337 0.353  C3 1.092
11 H 0.452 -0.148 -1.581  C4 1.090
12 H -0.639 -1.475 -0.868  C4 1.263
13 H -1.635 0.853 -1.358  C5 1.106
14 H -0.707 1.281 0.137  C5 1.111
15 H -3.032 -0.298 -0.171  N6 1.022
16 H 0.385 -0.827 1.409  C3 1.090

Properties
- HOMO energy (Ha) = -0.11317
- M (g mol⁻¹) = 88.13
- total charge = -1
- HOMO-LUMO gap (eV) = 5.966

---

Which one sits at the bottom of the stability order? run Q does.